(1)
{"formula": "C3H9IN", "method": "wB97M-V/def2-TZVPD", "elements": ["C", "C", "C", "N", "I", "H", "H", "H", "H", "H", "H", "H", "H", "H"], "xyz": [[-1.2525, -0.8326, 0.1295], [1.1137, -0.8430, -0.4745], [0.1227, -0.4081, 0.4295], [0.0165, 1.7198, 0.0253], [3.1564, -0.0064, -0.1054], [-1.6189, -0.9315, -0.9080], [-1.6113, -1.8925, 0.3592], [-1.9669, -0.3662, 0.8352], [1.2791, -1.8806, -0.3735], [0.9666, -0.6559, -1.5580], [0.3546, -0.1317, 1.5308], [-0.1675, 1.8810, 1.0101], [-0.9022, 1.8078, -0.4504], [0.5097, 2.5398, -0.4499]], "forces_ev_per_angstrom": [[-2.430, -1.101, 0.849], [3.413, 1.360, -1.727], [-1.225, 1.318, 1.420], [-1.231, 0.303, -1.148], [-1.169, -0.422, -0.100], [0.602, 1.155, 0.130], [1.695, 0.578, 0.489], [0.139, 0.408, -0.781], [0.053, -1.446, 0.361], [-0.410, -0.016, 0.852], [-0.186, -0.778, -2.065], [0.207, 0.814, -0.097], [0.409, -0.448, 0.548], [0.131, -1.724, 1.269]], "nbo_charge": [-0.791, -0.623, 0.229, -0.931, 0.141, 0.282, 0.339, 0.269, 0.297, 0.286, 0.264, 0.399, 0.399, 0.441], "relative_energy_kcal_mol": 48.6, "homo_energy_ev": -13.420, "charge": 1}

(2)
{"formula": "C18H20N6OS", "method": "wB97M-V/def2-TZVPD", "elements": ["C", "C", "O", "C", "N", "C", "C", "N", "C", "C", "C", "S", "C", "C", "N", "C", "C", "C", "C", "N", "C", "N", "C", "N", "C", "C", "H", "H", "H", "H", "H", "H", "H", "H", "H", "H", "H", "H", "H", "H", "H", "H", "H", "H", "H", "H"], "xyz": [[2.5208, 3.2690, 2.4395], [2.7869, 1.8080, 1.9292], [3.7204, 1.1375, 2.7343], [1.5110, 0.8710, 2.0738], [1.2182, 0.4637, 3.3083], [-0.0053, -0.3322, 3.1309], [-0.7259, -1.0723, 4.0280], [-1.9253, -1.6696, 3.6913], [-2.3475, -1.5699, 2.4093], [-3.5940, -2.0332, 1.9250], [-3.8758, -1.5811, 0.6098], [-2.4685, -0.6078, 0.0238], [-1.6637, -0.7798, 1.4820], [-0.4019, -0.2178, 1.8185], [0.5965, 0.4697, 1.1061], [1.0753, 0.2968, -0.2563], [0.4375, 1.4338, -1.1312], [0.8082, 1.1984, -2.6375], [0.5198, -0.2164, -3.0463], [-0.9280, -0.6381, -3.1975], [-1.5152, -1.8903, -3.4535], [-2.7943, -1.8296, -3.6705], [-2.9614, -0.4347, -3.6402], [-1.8689, 0.3364, -3.4783], [1.3388, -1.1463, -2.1200], [0.8927, -1.1730, -0.6711], [1.6998, 3.7961, 1.7957], [3.3506, 3.9309, 2.4494], [2.1020, 3.3096, 3.4513], [3.1262, 1.9504, 0.9018], [3.1667, 0.7330, 3.5239], [-0.4061, -1.3367, 5.1065], [-4.2013, -2.6790, 2.5189], [-4.8144, -1.8571, 0.1169], [2.0878, 0.4338, -0.4463], [-0.5399, 1.2742, -0.9455], [0.8324, 2.4305, -0.8027], [0.2528, 1.8350, -3.2959], [1.8385, 1.4536, -2.7589], [1.0200, -0.1600, -4.0622], [-0.9641, -2.8169, -3.4942], [-3.9610, -0.0243, -4.0038], [1.2486, -2.1752, -2.4865], [2.4196, -0.9277, -2.2218], [-0.1849, -1.5018, -0.6493], [1.5765, -1.7605, -0.1047]], "forces_ev_per_angstrom": [[-3.053, -0.070, -0.758], [-1.519, 0.047, 1.081], [-0.489, -0.713, 1.720], [-0.470, 0.581, 1.674], [-1.165, -0.935, -1.955], [2.772, 2.191, -0.103], [-2.812, -2.476, 2.120], [2.355, 0.325, 0.414], [0.778, 1.353, 1.244], [-0.496, 0.956, -3.092], [1.441, -0.827, 2.998], [-2.541, -0.696, -1.133], [1.729, 0.238, -0.096], [-0.737, -0.819, -0.959], [1.331, 0.788, 1.694], [-2.695, 0.224, -0.654], [3.641, -0.704, -1.142], [-2.293, 0.630, 2.154], [1.554, -0.853, -1.416], [0.246, -0.084, -0.989], [1.730, 0.796, 0.921], [0.505, 2.671, 0.150], [-1.241, 0.823, -1.676], [-1.392, -2.763, 0.919], [-0.305, -1.778, -1.269], [-1.526, 1.999, -1.681], [1.394, -1.025, 0.832], [1.155, 0.116, -0.328], [0.109, -0.458, -0.077], [0.185, -0.705, -0.005], [1.393, 1.143, -2.127], [-0.351, 0.972, -1.956], [-0.523, -0.166, 0.120], [0.795, 0.528, -0.359], [2.268, 0.424, 1.166], [-3.687, 0.471, 0.169], [-0.621, -0.912, 0.010], [-0.393, 0.717, -0.150], [0.848, -0.323, -0.304], [-0.826, -1.100, 0.696], [0.289, 0.113, 0.344], [1.648, -0.320, 0.958], [0.090, 0.010, -0.208], [-0.542, 0.245, 0.050], [1.290, 0.071, 0.334], [0.132, -0.706, 0.667]], "nbo_charge": [-0.627, 0.072, -0.727, 0.415, -0.521, 0.104, 0.011, -0.401, 0.112, -0.234, -0.360, 0.412, -0.285, 0.137, -0.392, -0.034, -0.384, -0.416, -0.030, -0.225, 0.192, -0.463, 0.119, -0.276, -0.412, -0.419, 0.201, 0.223, 0.222, 0.183, 0.507, 0.220, 0.237, 0.251, 0.207, 0.205, 0.214, 0.238, 0.214, 0.214, 0.207, 0.207, 0.213, 0.218, 0.225, 0.228], "relative_energy_kcal_mol": 58.0, "homo_energy_ev": -8.549}

(3)
{"formula": "C2H9N2S", "method": "wB97M-V/def2-TZVPD", "elements": ["C", "S", "H", "H", "H", "N", "C", "N", "H", "H", "H", "H", "H", "H"], "xyz": [[0.0129, 1.9730, -1.4812], [1.4870, 0.4868, -1.9074], [-0.4394, 2.2789, -2.4877], [0.5965, 2.7100, -0.9039], [-0.7164, 1.5189, -0.8759], [1.0877, -1.3187, 0.6163], [-0.2613, -1.5818, 0.9495], [-1.0118, -0.3236, 1.3949], [1.6030, -0.9738, 1.5505], [1.2506, -0.6863, -0.1990], [-0.4310, -2.3383, 1.6983], [-0.7966, -1.8480, 0.0241], [-1.9044, -0.1320, 0.8357], [-0.4770, 0.2348, 0.7859]], "forces_ev_per_angstrom": [[2.649, -1.125, -2.194], [-1.997, 2.127, 0.141], [0.873, -0.106, 1.623], [-0.570, -0.027, -0.669], [-0.972, -0.567, 0.714], [1.748, 0.054, 3.762], [-1.940, 0.676, -1.424], [-1.246, 0.039, -0.667], [-1.301, -0.748, -3.013], [-0.161, -0.020, 0.348], [0.339, -0.379, 0.291], [0.419, -0.633, 0.120], [0.887, -1.296, 1.190], [1.272, 2.003, -0.222]], "nbo_charge": [-0.679, -0.766, 0.190, 0.192, 0.160, -0.899, -0.054, -0.883, 0.328, 0.416, 0.152, 0.158, 0.327, 0.357], "relative_energy_kcal_mol": 43.8, "homo_energy_ev": -2.877, "charge": -1}

(4)
{"formula": "C16H34AlF5NO5S", "method": "wB97M-V/def2-TZVPD", "elements": ["C", "C", "Al", "N", "S", "O", "O", "C", "F", "F", "C", "F", "F", "F", "H", "H", "H", "H", "C", "C", "O", "C", "C", "H", "H", "H", "H", "H", "H", "H", "H", "H", "H", "C", "C", "O", "C", "C", "H", "H", "H", "H", "H", "H", "H", "H", "H", "H", "C", "C", "O", "C", "C", "H", "H", "H", "H", "H", "H", "H", "H", "H", "H"], "xyz": [[-1.8853, 3.3248, -2.6026], [-1.2170, 2.3394, -2.4249], [0.0169, 0.8882, -1.9923], [-0.6365, -0.7882, -2.3901], [1.8440, 1.3184, -3.4963], [1.9413, 2.7349, -3.7979], [1.8342, 0.3798, -4.6073], [3.5607, 1.0121, -2.7377], [4.4515, 0.9029, -3.7455], [3.8933, 2.0825, -1.9807], [3.6843, -0.2513, -1.8591], [3.3021, -0.0001, -0.6072], [4.9582, -0.6851, -1.8184], [2.9394, -1.2494, -2.3384], [-2.2644, 4.3163, -2.6751], [0.5285, 0.9861, -0.4843], [-0.3324, -1.4497, -1.6848], [-0.2477, -1.1383, -3.2603], [6.5091, 1.3514, 0.3349], [6.7934, -0.0441, 0.8589], [8.1190, -0.4992, 0.6243], [9.1486, 0.2815, 1.1915], [9.0890, 0.3929, 2.7066], [6.7087, 1.4088, -0.7352], [5.4623, 1.6042, 0.5013], [7.1150, 2.1096, 0.8351], [6.1576, -0.7621, 0.3474], [6.5519, -0.1091, 1.9269], [9.1728, 1.2806, 0.7404], [10.0705, -0.2218, 0.8977], [8.1920, 0.9127, 3.0438], [9.9521, 0.9525, 3.0703], [9.0998, -0.5976, 3.1631], [-5.5984, -0.0823, -1.0083], [-5.0371, 1.2989, -0.7231], [-5.5307, 2.3109, -1.5875], [-6.9224, 2.5214, -1.5700], [-7.4776, 2.9414, -0.2173], [-5.3908, -0.3692, -2.0393], [-5.1283, -0.8087, -0.3437], [-6.6780, -0.1361, -0.8475], [-3.9598, 1.2990, -0.8837], [-5.2059, 1.5720, 0.3261], [-7.4583, 1.6367, -1.9375], [-7.0906, 3.3178, -2.2964], [-7.3510, 2.1629, 0.5358], [-8.5454, 3.1507, -0.3027], [-6.9738, 3.8414, 0.1374], [-4.7455, -4.1937, 3.2188], [-4.3771, -3.6062, 1.8660], [-3.9566, -2.2597, 1.9149], [-2.7972, -1.9875, 2.6810], [-1.5542, -2.7208, 2.2085], [-5.5213, -3.5945, 3.6968], [-5.1206, -5.2098, 3.0903], [-3.8889, -4.2408, 3.8926], [-5.2538, -3.5971, 1.2180], [-3.6234, -4.2313, 1.3728], [-2.9809, -2.1847, 3.7446], [-2.6482, -0.9136, 2.5756], [-1.6479, -3.8030, 2.3135], [-0.6942, -2.4043, 2.7991], [-1.3549, -2.4935, 1.1613]], "forces_ev_per_angstrom": [[0.052, 0.831, 0.098], [0.530, -0.633, -0.051], [-0.931, -0.261, 0.507], [0.574, 0.195, -0.037], [-0.093, 0.181, 0.000], [0.143, 0.229, -0.128], [0.040, -0.223, -0.205], [-0.073, 0.000, 0.078], [-0.086, 0.084, 0.061], [0.161, -0.145, -0.036], [0.148, -0.055, -0.108], [-0.044, -0.039, 0.041], [-0.034, 0.039, 0.037], [0.001, 0.031, 0.035], [-0.364, -0.126, -0.135], [0.199, 0.060, -0.026], [-0.046, -0.120, 0.044], [-0.209, -0.102, -0.142], [0.109, 0.029, 0.007], [-0.096, 0.028, 0.053], [-0.002, -0.059, 0.005], [0.063, 0.038, -0.024], [-0.046, -0.030, 0.003], [-0.019, -0.008, -0.021], [-0.034, -0.030, -0.030], [-0.030, 0.000, 0.032], [0.003, -0.037, -0.017], [0.035, 0.033, 0.004], [-0.028, 0.006, 0.016], [0.024, 0.011, -0.003], [0.008, 0.032, -0.007], [0.023, -0.005, -0.003], [-0.004, -0.009, 0.008], [-0.045, -0.028, -0.001], [0.089, -0.058, 0.025], [0.024, 0.085, 0.008], [-0.063, -0.011, -0.029], [0.041, -0.004, 0.023], [0.021, -0.005, -0.013], [0.039, -0.004, -0.001], [0.014, 0.012, 0.038], [0.010, 0.030, -0.042], [-0.046, 0.003, -0.018], [0.007, -0.012, 0.030], [-0.026, 0.003, -0.014], [-0.022, -0.020, -0.010], [-0.007, 0.015, -0.014], [0.007, 0.007, 0.009], [0.028, 0.046, 0.028], [0.005, -0.075, -0.043], [-0.121, 0.083, -0.014], [0.095, 0.041, 0.012], [-0.041, -0.038, -0.045], [-0.011, 0.007, 0.010], [-0.021, -0.010, -0.011], [0.013, -0.022, -0.018], [-0.008, -0.017, -0.014], [0.015, 0.009, 0.027], [-0.011, -0.041, -0.015], [0.009, 0.020, 0.012], [0.008, 0.002, 0.037], [0.013, 0.027, -0.003], [0.007, 0.009, -0.012]], "nbo_charge": [-0.283, -0.531, 1.270, -1.385, 1.629, -0.960, -0.975, 0.362, -0.314, -0.319, 0.908, -0.307, -0.325, -0.305, 0.211, -0.402, 0.356, 0.372, -0.649, -0.068, -0.535, -0.061, -0.644, 0.220, 0.230, 0.193, 0.201, 0.151, 0.158, 0.180, 0.206, 0.208, 0.208, -0.649, -0.070, -0.527, -0.059, -0.643, 0.216, 0.229, 0.186, 0.217, 0.148, 0.153, 0.180, 0.204, 0.204, 0.209, -0.643, -0.062, -0.534, -0.064, -0.646, 0.209, 0.210, 0.202, 0.186, 0.161, 0.150, 0.196, 0.195, 0.216, 0.226], "homo_energy_ev": -5.808, "charge": -1}

no.,strongest force on any atom (hartree/bohr)
1,0.079
2,0.084
3,0.081
4,0.021